No. 1
An isolated molecule of C9H10N2O2 at a distorted geometry, computed with ωB97M-V/def2-TZVPD.

The geometry in XYZ format:
```
23
Properties=species:S:1:pos:R:3:forces:R:3:mulliken_spin:R:1
C -2.820261 1.010919 0.517674 -2.2 0.3 0.6 -0.034
C -2.384599 1.982869 -0.343474 1.5 -1.0 -0.1 0.064
C -1.928382 0.093914 1.000011 -0.3 -1.3 0.6 0.052
C -1.053880 2.008544 -0.800826 -1.5 -1.5 1.7 -0.027
C -0.694433 -0.051620 0.456038 2.7 -0.6 0.3 -0.011
C -0.311392 0.965163 -0.370403 0.1 0.1 -0.7 0.875
C 0.357023 -1.113865 0.977274 -1.4 2.2 -0.5 0.061
C 2.003297 -0.247268 -0.726046 0.4 0.4 -1.7 0.617
C 1.361812 -1.420669 -0.130491 1.1 -1.1 1.3 -0.005
N 0.832504 -2.436311 -0.980329 2.5 -2.3 -0.7 0.007
N 2.384019 0.760321 0.099958 2.3 3.0 2.3 -0.042
O 2.647961 1.924234 -0.331779 -0.8 -1.8 -0.8 0.242
O 2.553894 0.557084 1.324257 -0.5 -0.7 -1.0 0.092
H -3.911377 0.983377 0.824792 1.6 0.2 -0.2 0.000
H -3.025759 2.729680 -0.622439 -1.6 1.8 -0.8 0.009
H -2.072854 -0.575626 1.818767 -1.0 -0.4 0.4 0.012
H -0.667940 2.832908 -1.269083 0.9 1.8 -1.4 0.015
H 0.732049 -0.673994 1.918935 0.2 -0.7 -0.6 -0.004
H -0.105165 -2.063996 1.099075 -0.6 -0.6 0.6 -0.003
H 2.169825 -0.007627 -1.798676 -0.3 -0.4 1.0 0.000
H 2.180432 -1.990643 0.367635 -0.1 0.6 0.1 0.077
H 0.140974 -2.220364 -1.641649 -0.8 0.6 -1.0 0.000
H 1.612255 -3.047027 -1.389221 -1.9 1.4 0.6 0.002
```
Forces are in eV/Å.

The value obtained for the HOMO-LUMO gap (spin up / spin down) is 8.85 / 7.04 eV. The energy is -16562.3440 eV. The HOMO energy (spin up / spin down) is -8.275 / -9.379 eV. As for the multiplicity: 3. The calculation puts the largest force on an atom at 4.4 eV/Å. For the energy relative to the best compared isomer or geometry (same formula, charge and spin), the calculation gives 78.0 kcal/mol. As for the expectation value of S²: 2.02.

No. 2
An isolated molecule of C9H10N2S2 at a distorted geometry, computed with ωB97M-V/def2-TZVPD.

The geometry in XYZ format:
```
23
Properties=species:S:1:pos:R:3:forces:R:3:mulliken_charge:R:1
C -0.783094 1.577118 -1.109159 1.4 1.2 1.0 -0.697
C 0.796049 2.386726 0.529679 -1.7 0.3 -1.0 -0.578
C -1.350100 2.874268 -1.075045 -0.6 -2.2 -1.2 -0.194
C 0.169813 3.624990 0.405624 -0.5 -1.7 0.2 -0.435
C 0.359983 1.258686 -0.226219 -2.2 2.2 -1.5 1.329
C 2.700163 -1.331827 0.797155 -0.9 -1.3 -1.2 0.271
C 0.958537 0.000772 -0.227375 -0.6 -1.0 -2.1 -0.789
C 0.527979 -2.845464 0.293550 3.6 2.2 0.2 -0.296
C -0.214150 -2.030093 1.220500 1.6 -0.1 1.6 -0.947
N -0.922972 3.829024 -0.300409 0.0 1.8 -0.1 -0.626
N 1.943735 -0.244575 0.632195 1.0 0.9 1.3 -0.042
S 3.921071 -1.435158 1.844027 1.4 -0.3 1.0 -0.366
S 2.160766 -2.808004 -0.163955 -0.5 1.4 1.4 -0.008
H -1.102536 0.925515 -1.897966 -0.2 -0.6 0.0 0.342
H 1.469148 2.389642 1.319864 1.7 -0.5 1.0 0.246
H -2.222865 3.128280 -1.746546 1.0 -0.5 0.8 0.301
H 0.482878 4.449257 0.993616 0.5 0.6 0.5 0.402
H 0.713170 -0.796352 -0.998066 0.3 1.4 1.2 0.438
H 0.046728 -3.511243 -0.268814 -2.1 -2.8 -2.0 0.487
H 0.405897 -1.554785 2.018041 -0.5 -0.7 -0.4 0.293
H -0.925620 -2.715685 1.565746 -1.3 -0.7 1.3 0.398
H -0.742629 -1.246468 0.773549 -1.0 1.2 -0.9 0.334
H 2.190926 0.499186 1.334634 -0.3 -0.9 -1.1 0.135
```
Forces are in eV/Å.

The value obtained for the HOMO-LUMO gap (spin up / spin down) is 4.83 / 3.63 eV. The energy is -34140.8818 eV. The HOMO energy (spin up / spin down) is -6.400 / -6.008 eV. The calculation puts the largest force on an atom at 4.2 eV/Å. For the energy relative to the best compared isomer or geometry (same formula, charge and spin), the calculation gives 118.5 kcal/mol.

No. 3
A structure of composition C9H10N2Ti at a distorted geometry, computed with ωB97M-V/def2-TZVPD.

The geometry in XYZ format:
```
22
Properties=species:S:1:pos:R:3:forces:R:3:mulliken_spin:R:1
C 1.397219 -1.406261 -1.278835 0.1 -0.2 -0.7 0.074
C 2.025501 -0.131954 -1.158861 -0.3 0.1 0.0 -0.031
C 1.202390 0.840725 -1.777581 0.2 -0.3 0.1 -0.029
C 0.074156 0.184156 -2.328913 0.1 -0.6 0.0 0.003
C 0.190591 -1.215539 -2.055485 1.2 -0.2 -1.3 0.001
Ti -0.532747 -0.762195 -0.064338 -2.4 1.3 -1.2 1.043
C 1.494143 -0.144097 2.186719 2.6 3.0 -0.2 -0.006
C 1.542971 -1.283111 2.866393 -4.0 -1.6 -2.2 -0.005
C 0.954480 -2.492983 2.961305 2.4 -1.2 2.6 0.033
N -2.115589 -1.579643 -0.528981 2.0 1.4 0.6 -0.124
H 1.419673 1.915142 -1.865292 -0.2 -0.6 0.2 -0.001
H 3.025638 0.047266 -0.745395 -0.6 0.0 0.1 -0.001
H -0.703540 0.653990 -2.942876 0.3 -0.3 0.6 0.001
H -0.395877 -2.013160 -2.512599 0.2 0.4 0.4 -0.001
H 1.841092 -2.376551 -1.031457 -0.2 0.5 -0.1 0.016
H 2.441735 0.165250 1.628776 -1.3 -1.1 0.1 -0.002
H -1.780871 -2.130966 0.275800 -0.3 -1.3 1.0 0.024
H 0.963932 0.864011 2.265405 0.0 -1.8 0.8 -0.002
H 1.475543 -3.186771 3.704582 -0.8 1.0 -0.4 0.002
H 0.121470 -3.133002 2.551362 0.9 1.8 -0.7 -0.003
N -1.870082 2.337167 0.205075 1.4 -1.7 0.1 0.034
C -1.222343 1.351649 0.232231 -1.3 1.5 0.4 -0.026
```
Forces are in eV/Å.

The value obtained for the HOMO-LUMO gap (spin up / spin down) is 5.86 / 6.66 eV. The energy is -35586.1604 eV. The HOMO energy (spin up / spin down) is -3.355 / -4.150 eV. As for the multiplicity: 2. The charge is -1. The calculation puts the largest force on an atom at 4.8 eV/Å. For the energy relative to the best compared isomer or geometry (same formula, charge and spin), the calculation gives 19.2 kcal/mol. As for the expectation value of S²: 0.76.

No. 4
A structure of composition C9H10N3 at a distorted geometry, computed with ωB97M-V/def2-TZVPD.

The geometry in XYZ format:
```
22
Properties=species:S:1:pos:R:3:forces:R:3:mulliken_charge:R:1
C 0.995291 -0.874943 3.013971 1.9 -1.5 2.0 -0.332
C -0.140360 -1.397232 2.426990 -0.1 1.2 0.3 -0.667
C 1.787949 0.114925 2.488032 -1.7 1.2 -2.2 -0.826
C -0.502800 -0.873830 1.224079 2.8 0.9 1.2 -0.663
C 1.297091 0.709742 1.261218 1.7 -0.5 2.4 -0.627
C 0.264705 0.118148 0.625104 -0.2 -0.1 0.7 1.151
C -1.446371 0.237457 -2.980347 0.8 1.7 -0.3 -0.482
C -2.201712 -0.801811 -2.763778 -1.0 -1.2 -0.4 -0.456
C -0.928699 -0.107859 -1.522218 -2.3 0.1 -0.4 0.766
N -1.780134 -1.044256 -1.338254 0.4 -1.1 -0.4 -0.492
N -0.166307 0.557508 -0.625403 -0.3 1.6 -3.3 -0.140
N 0.694368 1.457922 -1.448884 0.4 -1.8 3.6 -0.166
H 1.353344 -1.428794 3.906500 -0.3 0.8 -0.4 0.318
H -0.758545 -2.066364 3.003303 0.0 -0.4 -0.4 0.408
H 2.674980 0.548762 2.922749 -0.1 -0.3 0.3 0.394
H -1.179916 -1.276190 0.641267 -3.8 -2.0 -2.2 0.873
H 1.714397 1.654915 0.992737 0.6 0.4 -0.5 0.326
H -1.565451 1.056885 -3.703444 0.7 -0.4 0.4 0.247
H -2.890129 -1.329610 -3.436657 0.0 0.1 0.9 0.411
H 1.122937 1.976619 -0.676070 -0.2 1.5 -0.8 0.248
H 0.197631 1.858805 -2.233716 -0.4 0.7 0.2 0.359
H 1.457732 0.909201 -1.777177 1.0 -0.8 -0.9 0.348
```
Forces are in eV/Å.

The value obtained for the HOMO-LUMO gap is 8.39 eV. The energy is -13952.5414 eV. The HOMO energy is -12.321 eV. The charge is +1. The calculation puts the largest force on an atom at 4.8 eV/Å. For the energy relative to the best compared isomer or geometry (same formula, charge and spin), the calculation gives 112.0 kcal/mol.

No. 5
A cluster of 2 separate species, C9H10N4OS in total at a distorted geometry, computed with ωB97M-V/def2-TZVPD.

The geometry in XYZ format:
```
25
Properties=species:S:1:pos:R:3:forces:R:3:mulliken_charge:R:1
C -3.515739 -0.220661 0.687134 2.2 -1.5 -1.0 -0.451
C -2.368844 0.538807 0.504652 -1.1 -1.7 -0.2 -0.859
C -3.553419 -1.563481 0.406313 1.7 0.4 0.3 -0.609
C -1.239975 -0.032823 -0.007914 -0.3 -0.4 0.3 -0.005
C -2.370410 -2.219785 -0.027660 -1.4 1.0 -0.1 -0.547
C -1.230279 -1.430055 -0.279375 -2.8 1.0 0.9 0.965
C 0.161662 -3.203865 -1.546663 -1.3 0.8 0.4 0.314
C 2.701485 1.001381 0.353126 1.8 -1.4 -2.0 -0.850
C 3.243082 0.995989 -1.055610 0.6 0.7 -1.0 0.231
N 1.439757 -3.065470 -1.900877 0.7 -1.6 -1.1 -1.000
N 1.791787 -1.861841 -1.638718 -2.8 -1.0 0.9 0.459
N -0.154941 -1.948594 -0.913053 4.3 -0.8 -1.8 0.269
N 0.936454 -1.126804 -1.059110 -1.2 -0.1 0.6 -0.175
O 3.578323 -0.037536 -1.586655 0.4 0.7 -0.3 -0.545
S -0.858228 -4.452042 -1.946533 0.1 0.1 0.4 -0.415
H -4.399770 0.185691 0.943149 -2.7 1.8 1.1 0.493
H -2.518826 1.545857 0.694742 0.5 2.0 0.3 0.393
H -4.512789 -1.994906 0.610249 0.0 -1.0 -0.3 0.346
H -0.433081 0.649769 -0.194762 0.5 -0.4 -0.2 0.203
H -2.520230 -3.249842 -0.310255 0.9 -0.1 0.0 0.248
H 2.861972 0.004993 0.767250 -1.0 0.0 -0.2 0.277
H 3.273371 1.619639 0.945767 1.1 1.9 1.3 0.470
H 1.778685 1.430189 0.144217 -2.3 0.3 0.7 0.112
H 3.292332 2.001962 -1.717164 -0.2 -1.7 1.6 0.313
H 2.667580 -1.520533 -1.864740 2.3 1.1 -0.4 0.359
```
Forces are in eV/Å.

The value obtained for the HOMO-LUMO gap (spin up / spin down) is 7.61 / 7.61 eV. The energy is -28334.8670 eV. The HOMO energy (spin up / spin down) is -7.809 / -7.810 eV. The calculation puts the largest force on an atom at 4.7 eV/Å. For the energy relative to the best compared isomer or geometry (same formula, charge and spin), the calculation gives 39.8 kcal/mol.

No. 6
The ion C9H10NO2S with charge +1 at a distorted geometry, computed with ωB97M-V/def2-TZVPD.

The geometry in XYZ format:
```
23
Properties=species:S:1:pos:R:3:forces:R:3:mulliken_spin:R:1
C -2.285078 0.506912 2.019566 -1.6 3.1 0.0 0.234
C -1.523813 1.522874 1.454260 1.2 -0.2 -0.4 -0.050
C -2.179270 -0.701702 1.489793 -1.6 -5.3 0.7 -0.072
C -0.485965 1.229001 0.622516 -1.5 0.1 2.1 0.173
C -1.130759 -1.096184 0.734080 -1.5 2.5 0.1 0.256
C 1.949297 0.178430 -0.460996 4.7 2.1 1.5 0.616
C 0.739769 -0.354730 -0.546579 -9.2 -4.8 -1.9 0.548
C 2.695767 -0.038236 -1.668446 0.9 0.0 -2.1 0.016
C 0.361719 -1.115917 -1.931639 0.2 3.9 2.2 0.004
N -0.355096 -0.071312 0.298473 4.8 -1.3 -3.0 0.028
O 0.854785 1.387316 -2.721849 -1.1 1.7 -0.2 0.040
O 1.775180 -0.365016 -4.287056 -0.5 0.2 1.0 0.023
S 1.378560 0.103101 -2.990742 1.2 -2.5 1.3 0.029
H -3.150236 0.810748 2.576572 -0.1 -0.2 0.5 0.009
H -1.760790 2.524663 1.594018 -0.2 1.6 0.6 -0.003
H -2.912220 -1.537088 1.714539 0.9 1.3 0.0 -0.002
H 0.260657 1.882059 0.269618 0.4 0.9 -0.6 0.000
H -1.075372 -2.024475 0.311424 0.7 -2.1 -1.0 0.014
H 2.178915 0.624957 0.513165 0.9 -0.1 -0.6 0.023
H 3.329310 0.783093 -1.830689 1.1 1.3 -0.5 0.038
H 3.354393 -0.904600 -1.912840 -0.7 0.0 0.8 0.065
H 0.742332 -2.042122 -2.130775 1.2 -2.5 -0.2 0.012
H -0.710942 -1.100985 -2.031237 -0.3 0.2 -0.4 -0.003
```
Forces are in eV/Å.

The value obtained for the HOMO-LUMO gap (spin up / spin down) is 5.82 / 6.54 eV. The energy is -25901.9607 eV. The HOMO energy (spin up / spin down) is -10.251 / -14.468 eV. As for the multiplicity: 3. The charge is +1. The calculation puts the largest force on an atom at 10.5 eV/Å. As for the expectation value of S²: 2.03.